Below is a molecular structure, C29H47BrN2OOsP2 at a distorted geometry, with properties calculated with wB97M-V/def2-TZVPD.

Values from the calculation:
spin multiplicity	5
frontier orbital gap (spin up / spin down)	6.492 / 4.402	eV
relative energy (zero: lowest compared OMol25 entry of this formula, charge and spin)	0.00	kJ/mol
total charge	+4
LUMO (spin up / spin down)	-13.21 / -15.48	eV
<S²>	6.06
max |F|	6.622	eV/Å

Cartesian coordinates (Å):
1 C -1.45 -1.80 3.53
2 C -1.69 -1.89 2.13
3 C -3.05 -1.92 1.72
4 C -4.05 -1.84 2.69
5 N -3.83 -1.73 4.01
6 C -2.54 -1.73 4.40
7 C -0.63 -1.90 1.18
8 C 0.28 -2.25 0.34
9 C 1.00 -3.32 -0.30
10 C 1.97 -3.03 -1.29
11 C 2.68 -4.05 -1.93
12 C 2.43 -5.38 -1.58
13 C 1.47 -5.70 -0.60
14 C 0.76 -4.68 0.03
15 Os 0.32 -0.11 0.23
16 P -0.79 1.68 1.26
17 H -3.30 -2.01 0.66
18 H -0.43 -1.78 3.91
19 H -5.11 -1.85 2.37
20 H -2.36 -1.65 5.48
21 H 0.02 -4.92 0.79
22 H 2.15 -1.98 -1.54
23 H 1.28 -6.75 -0.35
24 H 3.43 -3.81 -2.70
25 C -0.32 3.41 0.72
26 C -1.33 4.56 0.89
27 H -0.05 3.30 -0.35
28 H 0.63 3.64 1.24
29 H -0.91 5.50 0.48
30 H -2.27 4.35 0.34
31 H -1.58 4.74 1.95
32 C -2.65 1.58 1.03
33 C -3.60 2.12 2.10
34 H -2.84 0.50 0.89
35 H -2.85 2.06 0.05
36 H -4.65 1.93 1.81
37 H -3.43 1.62 3.07
38 H -3.49 3.21 2.25
39 C -0.55 1.67 3.12
40 C -0.79 2.94 3.94
41 H 0.49 1.32 3.25
42 H -1.19 0.83 3.47
43 H -0.57 2.74 5.01
44 H -0.12 3.76 3.62
45 H -1.83 3.30 3.88
46 Br 3.39 -6.78 -2.45
47 P -0.33 -0.01 -2.08
48 C -1.57 1.33 -2.51
49 C -1.76 1.80 -3.96
50 H -1.27 2.19 -1.89
51 H -2.53 0.98 -2.08
52 H -2.50 2.62 -4.00
53 H -0.82 2.19 -4.38
54 H -2.11 0.99 -4.62
55 C 1.03 0.23 -3.35
56 C 0.87 -0.32 -4.78
57 H 1.92 -0.24 -2.89
58 H 1.24 1.31 -3.36
59 H 1.78 -0.13 -5.37
60 H 0.70 -1.41 -4.77
61 H 0.02 0.15 -5.31
62 C -1.17 -1.61 -2.58
63 C -2.20 -1.63 -3.72
64 H -1.64 -1.97 -1.65
65 H -0.35 -2.32 -2.78
66 H -2.62 -2.65 -3.83
67 H -3.04 -0.95 -3.51
68 H -1.76 -1.34 -4.69
69 C 5.38 0.89 1.39
70 N 4.17 1.27 0.66
71 C 4.16 2.51 -0.09
72 C 3.04 0.50 0.71
73 C 2.96 -0.77 1.52
74 O 2.03 0.87 0.12
75 H 6.20 1.63 1.26
76 H 5.75 -0.09 1.02
77 H 5.17 0.83 2.48
78 H 3.95 2.30 -1.16
79 H 3.38 3.19 0.31
80 H 5.13 3.05 -0.03
81 H 2.13 -0.69 2.26
82 H 2.77 -1.62 0.85
83 H 3.88 -1.02 2.08

Atom charges from the Mulliken analysis, given in e for atoms 1 to 4: -0.38 0.19 -0.17 -0.56

Below is a molecular structure, C15H19ClFeO5P2Se2, with properties calculated with wB97M-V/def2-TZVPD.

Values from the calculation:
spin multiplicity	5
frontier orbital gap (spin up / spin down)	8.392 / 8.563	eV
total charge	0
LUMO (spin up / spin down)	0.33 / 0.32	eV
<S²>	6.01
max |F|	0.892	eV/Å

Cartesian coordinates (Å):
1 Fe 1.96 0.86 -0.53
2 O 3.99 1.85 0.64
3 Cl 4.07 2.26 -0.77
4 O 5.26 2.99 -1.06
5 O 3.98 1.00 -1.54
6 O 2.85 3.00 -1.08
7 Se 1.20 -1.46 0.28
8 P -0.24 -0.99 -1.28
9 Se 0.50 0.66 -2.50
10 C -1.85 -0.51 -0.60
11 C -3.03 -1.15 -0.97
12 C -4.26 -0.71 -0.49
13 C -4.32 0.38 0.37
14 C -3.14 1.03 0.75
15 C -1.92 0.59 0.27
16 C -0.59 -2.45 -2.27
17 C -0.57 -2.39 -3.66
18 C -0.90 -3.52 -4.40
19 C -1.25 -4.70 -3.75
20 C -1.26 -4.76 -2.36
21 C -0.93 -3.64 -1.62
22 H -3.00 -2.00 -1.65
23 H -5.17 -1.21 -0.79
24 H -5.28 0.73 0.73
25 H -3.19 1.88 1.41
26 H -1.01 1.10 0.57
27 H -0.29 -1.47 -4.16
28 H -0.88 -3.48 -5.48
29 H -1.52 -5.58 -4.33
30 H -1.53 -5.68 -1.86
31 H -0.91 -3.68 -0.53
32 C 0.11 2.08 3.57
33 P 1.56 2.11 2.53
34 C 2.28 3.72 2.68
35 C 2.69 0.94 3.24
36 O 1.14 1.79 1.11
37 H 0.37 2.28 4.62
38 H -0.34 1.09 3.49
39 H -0.59 2.83 3.22
40 H 2.45 3.98 3.72
41 H 1.61 4.44 2.21
42 H 3.23 3.72 2.13
43 H 2.83 1.16 4.30
44 H 3.65 0.99 2.72
45 H 2.27 -0.06 3.13

Atom charges from the Mulliken analysis, given in e for atoms 1 to 4: 0.51 -0.65 1.84 -0.63

Below is a molecular structure, C41H67AlBBr3Cl6F8I2KN7NaO10P at a distorted geometry, with properties calculated with wB97M-V/def2-TZVPD.

Values from the calculation:
frontier orbital gap	2.912	eV
total charge	0
LUMO	-2.92	eV
max |F|	8.473	eV/Å

Cartesian coordinates (Å):
1 C -4.37 -0.70 -3.98
2 C -3.23 -0.41 -2.80
3 O -2.18 0.35 -3.21
4 N -3.38 -0.92 -1.35
5 C -4.72 -1.58 -1.13
6 C -2.22 -1.89 -1.06
7 C -1.36 -1.27 0.24
8 C -1.09 -2.44 1.32
9 C 0.29 -2.60 2.07
10 C 1.75 -2.24 1.54
11 C 2.58 -2.71 2.94
12 C 2.14 -0.61 1.55
13 C 1.51 0.28 2.75
14 I -0.54 1.19 2.72
15 C 2.22 0.67 4.04
16 C 1.48 1.59 5.23
17 I 4.27 0.13 4.49
18 N 3.58 -0.32 1.21
19 C 4.20 -1.30 0.26
20 N 5.57 -1.33 0.17
21 N 6.20 -2.19 -0.73
22 C 6.51 -0.44 1.00
23 C 7.15 -1.19 2.31
24 C 8.06 -0.03 3.10
25 Br 8.49 -2.65 1.83
26 N 3.22 -2.11 -0.55
27 C 2.91 -1.36 -1.73
28 C 1.45 -0.79 -2.10
29 C 1.49 -0.36 -3.71
30 N 0.75 0.95 -3.97
31 C 2.35 -3.03 0.19
32 C 1.21 -3.88 -0.66
33 Br 0.66 -5.60 0.30
34 C 1.59 -4.38 -2.16
35 C 1.63 -6.01 -2.42
36 Br 0.14 -3.80 -3.49
37 P 3.56 -4.50 0.61
38 O 4.95 -4.09 1.54
39 Cl 4.69 -5.08 -1.16
40 H -3.80 -0.64 -5.01
41 H -4.86 -1.76 -3.91
42 H -5.16 0.19 -4.00
43 H -4.90 -1.80 0.01
44 H -5.55 -0.78 -1.44
45 H -4.87 -2.51 -1.82
46 H -1.59 -1.92 -2.05
47 H -2.73 -2.92 -0.82
48 H -2.14 -0.51 0.73
49 H -0.46 -0.61 -0.08
50 H -1.96 -2.37 2.13
51 H -1.33 -3.47 0.76
52 H 0.34 -3.74 2.47
53 H 0.13 -2.04 3.12
54 H 2.13 -2.16 3.90
55 H 2.44 -3.85 3.16
56 H 3.69 -2.34 2.89
57 H 1.55 -0.21 0.58
58 H 2.19 1.78 6.14
59 H 0.53 0.97 5.60
60 H 1.15 2.65 4.82
61 H 3.60 0.65 0.80
62 H 5.63 -2.34 -1.59
63 H 6.51 -3.08 -0.29
64 H 6.05 0.61 1.24
65 H 7.43 -0.22 0.27
66 H 6.30 -1.62 3.00
67 H 7.37 0.87 3.40
68 H 8.78 0.40 2.25
69 H 8.70 -0.47 3.97
70 H 3.61 -0.38 -1.74
71 H 3.31 -1.94 -2.70
72 H 0.52 -1.43 -1.84
73 H 1.31 0.25 -1.53
74 H 2.64 -0.12 -3.92
75 H 1.20 -1.23 -4.43
76 H 0.01 0.78 -4.70
77 H 0.26 1.31 -3.12
78 H 0.20 -3.31 -0.84
79 H 2.57 -3.96 -2.63
80 H 2.02 -6.12 -3.54
81 H 0.54 -6.51 -2.46
82 H 2.40 -6.60 -1.78
83 H 4.98 -4.58 2.43
84 F 3.81 -7.46 4.26
85 Al 4.11 -8.17 2.64
86 F 2.53 -8.53 1.84
87 F 5.05 -9.70 2.82
88 F 5.04 -7.01 1.63
89 C -1.01 -6.55 4.21
90 Cl 0.13 -7.29 3.07
91 Cl -1.81 -7.83 5.16
92 Cl -0.13 -5.46 5.31
93 Cl -2.24 -5.63 3.32
94 F -4.54 -0.06 0.83
95 C -7.79 2.40 -3.82
96 N -7.92 3.75 -3.12
97 C -9.40 4.00 -2.84
98 C -7.39 4.84 -4.02
99 C -7.17 3.74 -1.75
100 C -5.66 3.50 -1.85
101 O -5.38 2.25 -2.45
102 H -8.53 2.36 -4.63
103 H -6.80 2.30 -4.26
104 H -8.00 1.60 -3.10
105 H -9.93 4.02 -3.79
106 H -9.49 4.96 -2.33
107 H -9.77 3.19 -2.21
108 H -6.34 4.64 -4.27
109 H -7.48 5.80 -3.50
110 H -7.99 4.85 -4.94
111 H -7.64 2.94 -1.16
112 H -7.37 4.70 -1.27
113 H -5.22 3.50 -0.85
114 H -5.16 4.29 -2.43
115 H -4.44 2.24 -2.73
116 Na -6.48 -1.24 0.20
117 F -6.39 7.76 3.13
118 C -5.47 7.56 2.17
119 C -5.14 6.26 1.81
120 C -4.19 6.05 0.80
121 C -3.58 7.14 0.18
122 C -3.93 8.44 0.55
123 C -4.88 8.65 1.55
124 H -5.61 5.42 2.31
125 H -3.93 5.04 0.51
126 H -2.84 6.98 -0.60
127 H -3.45 9.29 0.07
128 H -5.17 9.66 1.85
129 B -1.48 6.76 5.91
130 O -1.65 8.10 5.35
131 C -1.65 7.97 4.01
132 O -1.78 8.90 3.24
133 C -1.49 6.59 3.66
134 O -1.44 6.13 2.53
135 O -1.38 5.84 4.77
136 F -2.63 6.41 6.73
137 F -0.26 6.70 6.71
138 K -4.45 -7.98 5.45
139 C 9.09 -2.53 -3.76
140 C 8.82 -1.31 -2.95
141 O 9.64 -0.33 -3.56
142 C 9.86 -0.74 -4.84
143 O 10.39 -0.06 -5.71
144 O 9.41 -2.02 -5.04
145 H 8.21 -3.19 -3.82
146 H 9.94 -3.11 -3.38
147 H 7.78 -0.98 -3.01
148 H 9.09 -1.44 -1.90
149 Cl -3.25 4.83 -1.28

Atom charges from the Mulliken analysis, given in e for atoms 1 to 4: -0.78 0.34 -0.52 0.70

Below is a molecular structure, C21H21CoN3Se2Te2 at a distorted geometry, with properties calculated with wB97M-V/def2-TZVPD.

Values from the calculation:
spin multiplicity	2
frontier orbital gap (spin up / spin down)	4.016 / 4.120	eV
total charge	-2
LUMO (spin up / spin down)	4.21 / 4.21	eV
<S²>	0.93
max |F|	1.692	eV/Å

Cartesian coordinates (Å):
1 Co 0.69 -1.03 -1.19
2 Se -0.50 -0.59 -3.80
3 Te -1.15 -3.00 -3.96
4 Te -1.86 -3.51 -1.41
5 Se 0.28 -3.39 -0.14
6 C 1.39 1.76 3.75
7 C 0.35 1.66 2.83
8 C 0.52 0.98 1.65
9 C 1.74 0.37 1.30
10 C 2.78 0.46 2.26
11 C 2.60 1.13 3.46
12 N 1.91 -0.27 0.11
13 N 3.22 -0.64 -0.10
14 C 3.42 -1.39 -1.15
15 C 4.73 -1.90 -1.42
16 C 4.92 -2.72 -2.49
17 C 3.82 -3.02 -3.34
18 C 2.59 -2.49 -3.03
19 N 2.36 -1.70 -1.97
20 H 1.26 2.30 4.69
21 H -0.60 2.13 3.05
22 H -0.30 0.88 0.95
23 H 3.72 -0.02 2.04
24 H 3.41 1.15 4.18
25 H 5.53 -1.64 -0.74
26 H 5.90 -3.14 -2.70
27 H 3.93 -3.66 -4.20
28 H 1.75 -2.70 -3.68
29 C -1.27 1.84 -1.58
30 C -1.98 0.68 -0.86
31 C -3.13 0.20 -1.78
32 C -1.02 -0.48 -0.67
33 C -2.62 1.08 0.47
34 C -3.21 0.11 1.29
35 C -3.73 0.44 2.53
36 C -3.74 1.76 2.96
37 C -3.21 2.73 2.14
38 C -2.64 2.40 0.92
39 H -0.83 1.44 -2.49
40 H -0.48 2.27 -0.97
41 H -1.98 2.63 -1.86
42 H -2.73 -0.03 -2.77
43 H -3.87 1.00 -1.87
44 H -3.61 -0.69 -1.38
45 H -1.40 -1.11 0.14
46 H -3.24 -0.92 0.97
47 H -4.14 -0.35 3.16
48 H -4.15 2.01 3.93
49 H -3.24 3.77 2.45
50 H -2.20 3.18 0.32

Atom charges from the Mulliken analysis, given in e for atoms 1 to 4: -1.05 -0.62 -0.19 -0.13

Below is 2 unconnected molecules or ions with the total composition CHF2IS at a distorted geometry, with properties calculated with wB97M-V/def2-TZVPD.

Values from the calculation:
frontier orbital gap (spin up / spin down)	6.705 / 6.723	eV
relative energy (zero: lowest compared OMol25 entry of this formula, charge and spin)	268.50	kJ/mol
total charge	0
LUMO (spin up / spin down)	-2.24 / -2.23	eV
max |F|	2.964	eV/Å

Cartesian coordinates (Å):
1 C 0.34 0.59 0.15
2 F 0.02 1.38 1.11
3 F 0.08 1.25 -0.96
4 S -1.87 -1.17 -0.01
5 I 2.13 -0.44 0.23
6 H -0.70 -1.62 -0.52

Atom charges from the Mulliken analysis, given in e for atoms 1 to 4: 0.12 -0.12 -0.10 -0.27

> What is the total charge in the fourth record?

-2

> Among the records above, which one has the lowest total charge?

C21H21CoN3Se2Te2

> The highest total charge belongs to which entry?

C29H47BrN2OOsP2

> max |F| of number 5 (CHF2IS)?

2.964 eV/Å